{"formula": "C5F19N2O23S9Y", "method": "the ωB97M-V functional and the def2-TZVPD basis", "de_lowest_kcal_mol": 0.0, "total_charge": -4, "multiplicity": 1, "orbital_gap_ha": 0.2792, "species": ["Y", "N", "S", "O", "O", "F", "S", "O", "O", "F", "N", "S", "O", "O", "F", "S", "O", "O", "F", "C", "F", "F", "F", "S", "O", "O", "O", "C", "F", "F", "F", "S", "O", "O", "O", "C", "F", "F", "F", "S", "O", "O", "O", "C", "F", "F", "F", "S", "O", "O", "O", "C", "F", "F", "F", "S", "O", "O", "O"], "coordinates": [[-0.117, 0.359, -0.057], [0.030, 1.355, -2.124], [-0.696, 2.433, -2.982], [-1.193, 2.048, -4.286], [-0.302, 3.811, -2.835], [-2.102, 2.544, -2.251], [1.344, 1.233, -3.269], [2.005, 2.476, -3.544], [1.181, 0.288, -4.330], [2.364, 0.554, -2.341], [-1.666, 1.728, 0.649], [-3.365, 1.506, 1.104], [-4.389, 1.936, 0.198], [-3.710, 1.525, 2.487], [-3.238, -0.056, 0.905], [-1.820, 3.271, 0.907], [-1.847, 3.604, 2.314], [-2.474, 4.103, -0.061], [-0.307, 3.633, 0.566], [-1.081, -0.761, 4.380], [-2.041, -0.705, 3.479], [-1.596, -0.260, 5.529], [-0.655, -2.007, 4.521], [0.357, 0.335, 3.769], [1.553, -0.311, 4.233], [0.165, 0.327, 2.283], [0.121, 1.629, 4.316], [4.263, 2.912, 0.151], [3.753, 3.297, -1.019], [5.197, 2.004, -0.073], [4.773, 3.994, 0.763], [2.826, 2.194, 1.330], [1.847, 1.583, 0.424], [3.629, 1.249, 2.068], [2.349, 3.346, 2.088], [-2.305, -3.732, 1.774], [-2.822, -4.748, 1.088], [-3.149, -2.694, 1.655], [-2.308, -4.104, 3.073], [-0.602, -3.258, 1.083], [0.400, -3.824, 1.952], [-0.663, -3.965, -0.198], [-0.534, -1.791, 0.901], [4.214, -1.590, -1.426], [4.027, -1.296, -2.710], [5.184, -2.514, -1.319], [4.601, -0.512, -0.766], [2.550, -2.259, -0.772], [1.658, -1.098, -0.528], [2.096, -3.099, -1.861], [2.865, -2.971, 0.431], [-2.309, -1.947, -3.574], [-3.269, -2.599, -4.225], [-1.317, -2.825, -3.368], [-1.834, -0.923, -4.252], [-2.852, -1.449, -1.816], [-3.252, -2.690, -1.160], [-1.645, -0.835, -1.251], [-3.892, -0.456, -2.021]]}

=====

{"formula": "C5H10", "method": "the ωB97M-V functional and the def2-TZVPD basis", "de_lowest_kcal_mol": 37.1, "smiles": "CC1CCC1", "total_charge": 0, "multiplicity": 1, "orbital_gap_ha": 0.4225, "species": ["C", "C", "C", "C", "C", "H", "H", "H", "H", "H", "H", "H", "H", "H", "H"], "coordinates": [[0.446, -1.358, -1.239], [-0.246, -0.328, -0.333], [-0.156, -0.352, 1.217], [-0.403, 1.171, 1.125], [0.141, 1.082, -0.308], [1.495, -1.566, -0.828], [-0.191, -2.251, -1.301], [0.644, -0.847, -2.244], [-1.288, -0.354, -0.578], [-0.891, -0.952, 1.602], [0.850, -0.695, 1.464], [0.183, 1.998, 1.761], [-1.480, 1.553, 1.137], [1.215, 1.148, -0.415], [-0.319, 1.751, -1.061]]}

=====

{"formula": "C5H10", "method": "the ωB97M-V functional and the def2-TZVPD basis", "de_lowest_kcal_mol": 33.1, "smiles": "C=CCCC", "total_charge": 0, "multiplicity": 1, "orbital_gap_ha": 0.3950, "species": ["C", "C", "C", "C", "C", "H", "H", "H", "H", "H", "H", "H", "H", "H", "H"], "coordinates": [[0.113, -0.916, -1.902], [0.525, 0.274, -1.439], [1.007, 0.348, -0.020], [-0.011, 0.764, 1.129], [-1.081, -0.300, 1.248], [-0.480, -1.098, -2.843], [0.308, -1.803, -1.240], [0.306, 1.215, -1.898], [1.837, 1.041, 0.003], [1.451, -0.557, 0.401], [-0.496, 1.721, 0.797], [0.713, 0.893, 2.027], [-1.858, -0.081, 1.966], [-1.724, -0.291, 0.287], [-0.610, -1.212, 1.483]]}

=====

{"formula": "C5H10", "method": "the ωB97M-V functional and the def2-TZVPD basis", "de_lowest_kcal_mol": 13.2, "smiles": "C=C(C)CC", "total_charge": 0, "multiplicity": 1, "orbital_gap_ha": 0.3819, "species": ["C", "C", "C", "C", "C", "H", "H", "H", "H", "H", "H", "H", "H", "H", "H"], "coordinates": [[1.396, 0.004, -1.319], [0.480, -0.320, -0.404], [-0.489, -1.444, -0.627], [0.373, 0.446, 0.893], [-0.944, 1.201, 1.010], [2.101, 0.829, -1.160], [1.506, -0.546, -2.254], [-0.243, -2.019, -1.524], [-0.489, -2.118, 0.241], [-1.528, -1.077, -0.698], [1.229, 1.120, 0.983], [0.454, -0.256, 1.738], [-1.006, 1.700, 1.979], [-1.810, 0.520, 0.920], [-1.029, 1.959, 0.222]]}

=====

{"formula": "C5H10", "method": "the ωB97M-V functional and the def2-TZVPD basis", "de_lowest_kcal_mol": 43.1, "smiles": "C=CC.C=C", "total_charge": 0, "multiplicity": 1, "orbital_gap_ha": 0.3897, "species": ["C", "C", "C", "H", "H", "H", "H", "H", "H", "C", "C", "H", "H", "H", "H"], "coordinates": [[-1.730, 0.358, 0.297], [-1.038, -0.643, 0.829], [-0.287, -1.670, 0.036], [-1.761, 0.508, -0.782], [-2.279, 1.070, 0.908], [-1.011, -0.758, 1.913], [-0.877, -2.592, -0.003], [0.679, -1.919, 0.492], [-0.104, -1.336, -0.990], [0.995, 1.623, -0.703], [1.824, 0.717, -0.201], [0.887, 1.775, -1.774], [0.364, 2.231, -0.060], [1.896, 0.551, 0.872], [2.441, 0.085, -0.834]]}

=====

{"formula": "C5H10AgO2", "method": "the ωB97M-V functional and the def2-TZVPD basis", "total_charge": 1, "multiplicity": 3, "orbital_gap_ha": [0.3681, 0.2936], "species": ["C", "O", "C", "C", "H", "H", "H", "H", "H", "H", "C", "C", "O", "Ag", "H", "H", "H", "H"], "coordinates": [[0.001, -1.772, 2.198], [-0.151, -1.407, 0.842], [1.076, -1.128, 0.105], [0.676, -0.984, -1.331], [-1.000, -1.921, 2.615], [0.585, -2.702, 2.259], [0.523, -0.982, 2.761], [1.753, -1.977, 0.280], [0.793, -1.908, -1.915], [1.184, -0.145, -1.825], [-0.468, 2.762, -1.512], [-1.256, 2.445, -0.360], [-1.914, 1.366, -0.332], [-1.335, -0.527, -0.700], [-0.261, 3.803, -1.762], [-0.094, 1.933, -2.119], [-1.660, 3.295, 0.213], [1.545, -0.153, 0.585]]}

=====

{"formula": "C5H10AlCl3N2O4", "method": "the ωB97M-V functional and the def2-TZVPD basis", "de_lowest_kcal_mol": 6.3, "total_charge": 2, "multiplicity": 1, "orbital_gap_ha": 0.3615, "species": ["Al", "C", "O", "C", "O", "N", "N", "H", "H", "H", "H", "H", "H", "Cl", "C", "Cl", "H", "H", "Cl", "C", "C", "O", "O", "H", "H"], "coordinates": [[0.702, 0.100, -0.402], [-0.986, 0.057, -4.589], [0.276, -0.544, -4.221], [0.711, -0.501, -3.028], [0.096, 0.020, -2.038], [1.918, -1.034, -2.778], [2.362, -0.944, -1.448], [-0.827, 1.120, -4.784], [-1.731, -0.083, -3.806], [-1.298, -0.447, -5.504], [2.439, -1.542, -3.492], [3.280, -0.481, -1.391], [2.492, -1.877, -1.029], [1.165, 2.160, 0.253], [1.458, 3.236, -1.123], [2.154, 2.280, -2.416], [2.163, 4.017, -0.817], [0.502, 3.652, -1.451], [-2.120, -0.687, 3.197], [-0.445, -1.190, 2.820], [-0.014, -0.715, 1.498], [-0.789, -0.144, 0.671], [1.201, -0.844, 1.090], [-0.386, -2.286, 2.843], [0.233, -0.830, 3.601]]}

=====

{"formula": "C5H10Br2N3O2", "method": "the ωB97M-V functional and the def2-TZVPD basis", "de_lowest_kcal_mol": 17.3, "total_charge": 1, "multiplicity": 1, "orbital_gap_ha": 0.3136, "species": ["C", "C", "C", "C", "C", "N", "N", "N", "O", "O", "Br", "Br", "H", "H", "H", "H", "H", "H", "H", "H", "H", "H"], "coordinates": [[2.170, -2.719, -0.480], [-0.738, 0.857, 0.616], [-0.895, 1.883, -0.481], [1.365, -2.377, 0.558], [0.515, -1.188, 0.970], [2.356, -1.798, -1.422], [5.362, 1.072, 1.560], [0.197, -0.234, 0.207], [5.989, 0.118, 1.436], [-1.161, 1.166, -1.661], [3.007, -4.374, -0.626], [3.756, 1.137, 0.372], [-1.648, 0.333, 0.716], [-0.393, 1.434, 1.563], [-1.616, 2.606, -0.048], [-0.009, 2.589, -0.732], [1.195, -3.182, 1.387], [0.234, -1.170, 2.106], [3.050, -2.181, -2.081], [0.155, -0.287, -0.823], [2.609, -0.863, -0.996], [-1.702, 1.633, -2.269]]}

=====

Q: Number 3 is which compound?
A: C5H10